ORCA calculation (wB97M-V/def2-TZVPD) on a molecular structure, C27H32Cl2N7O2S2SiTeZr.

The calculation puts the energy relative to the best compared isomer or geometry (same formula, charge and spin) at 7.1 kcal per mole. For the total energy, the calculation gives -3903.2040 Eh. The calculation puts the orbital gap at 6.47 eV. The calculation puts the HOMO energy at -0.3585 Eh.

ORCA input file:
```
! wB97M-V def2-TZVPD RIJCOSX def2/J DEFGRID3
* xyz 1 1
Zr 0.49 0.43 0.36
C 1.24 0.56 4.49
C -0.13 0.66 3.87
C -1.19 1.19 4.56
C -2.46 1.14 3.98
C -2.64 0.59 2.74
C -1.52 0.08 2.06
N -0.29 0.11 2.64
N -1.48 -0.36 0.78
Si -2.89 -0.85 -0.15
C -4.07 0.57 -0.44
C -2.34 -1.55 -1.79
C -3.70 -2.22 0.85
H 1.28 -0.32 5.13
H 1.44 1.43 5.13
H 2.02 0.48 3.74
H -1.04 1.61 5.54
H -3.31 1.55 4.51
H -3.61 0.57 2.27
H -3.50 1.48 -0.66
H -4.75 0.77 0.38
H -4.69 0.35 -1.32
H -2.44 -0.81 -2.58
H -2.97 -2.40 -2.05
H -1.30 -1.88 -1.79
H -4.06 -1.88 1.82
H -2.98 -3.03 1.02
H -4.55 -2.65 0.31
Cl 1.60 7.79 1.39
C 1.06 6.16 1.20
C -0.22 5.93 0.66
C -0.69 4.65 0.50
Cl -2.26 4.36 -0.14
C 0.11 3.53 0.84
O -0.34 2.33 0.69
C 1.40 3.79 1.38
C 2.21 2.71 1.80
O 1.98 1.50 1.61
C 1.85 5.12 1.56
H -0.84 6.77 0.38
H 3.11 2.96 2.36
H 2.83 5.30 1.99
C -0.38 -4.75 -2.63
C 0.85 -3.89 -2.34
C 0.86 -3.31 -0.97
N 1.09 -2.08 -0.69
N 1.08 -1.80 0.66
C 0.78 -2.84 1.40
N 0.65 -2.77 2.73
S 0.58 -4.28 0.47
H -0.31 -5.16 -3.64
H -1.29 -4.17 -2.56
H -0.45 -5.60 -1.94
H 0.92 -3.06 -3.04
H 1.76 -4.49 -2.46
H 0.43 -1.84 3.08
H 0.26 -3.55 3.23
Te -0.24 1.51 -2.21
C 0.14 0.16 -3.79
C -0.77 -0.16 -4.76
C -0.26 -1.01 -5.77
C 1.05 -1.33 -5.57
S 1.65 -0.61 -4.14
H -1.78 0.23 -4.76
H -0.83 -1.36 -6.62
H 1.69 -1.95 -6.19
N 3.66 -0.43 0.07
C 4.79 -0.56 -0.65
C 4.58 0.11 -1.84
C 3.28 0.62 -1.74
N 2.73 0.29 -0.58
H 3.47 -0.78 0.99
H 5.64 -1.10 -0.27
H 5.27 0.22 -2.65
H 2.74 1.24 -2.44
*
```

Atomic partial charges in e from the Mulliken method, atoms 1 to 8: number 1, Zr, carries -0.29; number 2, C, carries -1.65; number 3, C, carries 0.71; number 4, C, carries -0.85; number 5, C, carries -0.82; number 6, C, carries -0.95; number 7, C, carries 0.89; number 8, N, carries 0.48